No. 1
{"formula": "C5H8OS2", "method": "wB97M-V/def2-TZVPD", "symbols": ["C", "C", "C", "C", "C", "H", "H", "H", "H", "H", "H", "H", "H", "O", "S", "S"], "coordinates": [[-1.08, 2.42, -1.25], [-1.58, -0.19, -0.06], [0.68, -0.72, 0.60], [1.35, -1.76, -0.25], [1.01, -0.54, 1.92], [-0.28, 2.52, -0.55], [-0.48, 2.31, -2.23], [-1.76, 3.27, -1.45], [0.66, -2.09, -1.18], [2.40, -1.19, -0.79], [1.93, -2.53, 0.22], [1.61, -1.47, 2.19], [0.69, 0.26, 2.82], [-0.34, -0.02, -0.05], [-2.35, 1.14, -0.67], [-2.48, -1.40, 0.71]], "charge": 0, "e_homo_ev": -8.51, "relative_energy_kcal_mol": 85.0, "homo_lumo_gap_ev": 9.06, "smiles": "C=C(C)OC(=S)SC", "e_lumo_ev": 0.556}



No. 2
{"formula": "C5H8OS2", "method": "wB97M-V/def2-TZVPD", "symbols": ["C", "C", "C", "C", "C", "O", "S", "S", "H", "H", "H", "H", "H", "H", "H", "H"], "coordinates": [[2.62, -0.79, -0.89], [-3.07, -0.83, -0.22], [1.52, -0.11, -0.65], [-3.15, 0.27, -0.64], [0.19, -0.47, -0.11], [0.76, 0.65, 2.32], [-0.11, 2.50, 0.22], [-0.46, 0.85, 1.09], [3.49, -0.27, -1.27], [2.63, -1.84, -0.75], [-3.25, -1.82, 0.16], [0.89, 1.43, 2.95], [1.75, 0.92, -0.89], [-3.29, 1.29, -0.94], [-0.54, -0.41, -0.96], [0.03, -1.37, 0.58]], "charge": 0, "e_homo_ev": -8.44, "relative_energy_kcal_mol": 103.7, "homo_lumo_gap_ev": 8.95, "e_lumo_ev": 0.507}



No. 3
{"formula": "C5H8OS2", "method": "wB97M-V/def2-TZVPD", "symbols": ["C", "C", "C", "C", "C", "H", "H", "H", "H", "H", "H", "H", "H", "O", "S", "S"], "coordinates": [[1.19, -0.26, 0.36], [-0.20, -0.49, -0.21], [-1.32, 0.04, 0.69], [-0.20, 1.51, -1.44], [-0.60, 0.06, -1.51], [1.57, -2.61, 0.52], [1.23, 0.64, 0.99], [1.94, -0.17, -0.46], [-1.12, -0.04, 1.76], [-2.31, -0.35, 0.47], [0.87, 1.72, -1.26], [-0.60, 2.14, -2.23], [-1.68, 0.01, -1.70], [-0.11, -1.28, -1.39], [1.67, -1.63, 1.45], [-1.18, 1.86, 0.15]], "charge": 0, "e_homo_ev": -9.07, "relative_energy_kcal_mol": 81.9, "homo_lumo_gap_ev": 9.75, "smiles": "SC[C@@]12CSC[C@H]1O2", "e_lumo_ev": 0.684}



No. 4
{"formula": "C5H8OS2", "method": "wB97M-V/def2-TZVPD", "symbols": ["C", "C", "C", "C", "C", "H", "H", "H", "H", "H", "H", "H", "H", "O", "S", "S"], "coordinates": [[0.46, 1.34, 1.06], [-0.18, 0.45, 0.05], [1.02, -1.33, -1.06], [-0.41, -1.48, -1.14], [-0.93, -0.91, 0.36], [-1.42, 3.30, 1.48], [1.18, 0.86, 1.57], [1.16, 2.10, 0.66], [-0.82, 0.90, -0.77], [1.49, -1.53, -2.13], [1.26, -2.16, -0.22], [-0.66, -0.56, -1.81], [-0.47, -1.36, 1.14], [1.08, 0.08, -0.80], [-0.74, 2.14, 2.19], [-2.02, -1.84, -0.59]], "charge": 0, "e_homo_ev": -9.00, "relative_energy_kcal_mol": 136.3, "homo_lumo_gap_ev": 9.64, "smiles": "SC[C@H]1OC[C@H]2S[C@H]12", "e_lumo_ev": 0.633}



No. 5
{"formula": "C5H8P2", "method": "wB97M-V/def2-TZVPD", "symbols": ["C", "C", "C", "C", "C", "P", "P", "H", "H", "H", "H", "H", "H", "H", "H"], "coordinates": [[-1.55, 1.40, -1.07], [0.79, -0.38, -0.41], [1.26, 0.85, 0.37], [-1.00, -0.17, 1.25], [-0.66, -0.59, -0.12], [-1.23, 2.62, -0.04], [-0.11, 1.45, 1.52], [-2.00, 1.30, -2.03], [0.97, -0.27, -1.48], [1.35, -1.26, -0.08], [2.12, 0.62, 1.01], [1.55, 1.68, -0.28], [-2.07, -0.09, 1.45], [-0.56, -0.84, 2.00], [-1.23, -1.35, -0.63]], "charge": 0, "e_homo_ev": [-7.77, -7.77], "relative_energy_kcal_mol": 41.0, "homo_lumo_gap_ev": [8.00, 8.00], "e_lumo_ev": [0.237, 0.236]}



No. 6
{"formula": "C5H8S", "method": "wB97M-V/def2-TZVPD", "symbols": ["C", "C", "C", "C", "C", "S", "H", "H", "H", "H", "H", "H", "H", "H"], "coordinates": [[-3.81, 1.43, 0.57], [-2.80, 0.61, 0.25], [0.90, -1.97, 0.44], [1.09, 0.53, 0.35], [0.86, -0.58, 1.07], [-1.68, -0.46, -0.11], [-4.88, 1.14, 0.40], [0.03, -2.61, 0.62], [0.82, -1.65, -0.59], [1.83, -2.56, 0.70], [-3.62, 2.47, 0.78], [1.39, 0.36, -0.68], [0.95, 1.50, 0.58], [0.42, -0.49, 2.15]], "charge": 0, "e_homo_ev": -8.47, "relative_energy_kcal_mol": 66.0, "homo_lumo_gap_ev": 8.54, "smiles": "C=C=S.C=CC", "e_lumo_ev": 0.074}



No. 7
{"formula": "C5H8S", "method": "wB97M-V/def2-TZVPD", "symbols": ["C", "C", "C", "C", "C", "S", "H", "H", "H", "H", "H", "H", "H", "H"], "coordinates": [[-0.16, 1.05, 1.08], [0.01, -0.37, 0.87], [0.81, 1.94, 0.96], [0.20, -0.97, -2.27], [-0.99, -1.24, 0.85], [0.43, 0.42, -3.05], [-1.16, 1.37, 1.35], [1.03, -0.71, 0.72], [0.65, 2.99, 1.11], [1.02, -1.52, -1.84], [-0.79, -1.39, -2.16], [-2.01, -0.92, 1.00], [-0.84, -2.30, 0.69], [1.81, 1.65, 0.68]], "charge": 0, "e_homo_ev": -8.76, "relative_energy_kcal_mol": 48.5, "homo_lumo_gap_ev": 8.58, "smiles": "C=CC=C.C=S", "e_lumo_ev": -0.183}



No. 8
{"formula": "C5H8S", "method": "wB97M-V/def2-TZVPD", "symbols": ["C", "C", "C", "C", "C", "H", "H", "H", "H", "H", "H", "H", "H", "S"], "coordinates": [[-1.60, 0.02, -0.37], [-0.91, -0.30, 0.96], [-0.28, -0.80, -0.37], [0.97, -0.07, -0.81], [1.57, 0.92, 0.14], [-2.59, -0.36, -0.49], [-1.44, 1.10, -0.51], [-0.47, 0.40, 1.55], [-1.41, -1.42, 1.36], [-0.14, -1.95, -0.69], [1.13, 0.08, -1.90], [0.50, 1.00, 0.72], [2.38, 2.05, 0.23], [2.30, -0.68, 0.18]], "charge": 0, "e_homo_ev": -8.53, "relative_energy_kcal_mol": 116.8, "homo_lumo_gap_ev": 9.43, "e_lumo_ev": 0.904}